No. 1
Computed, not measured: the ion C4H8NO2S with charge -1 at a distorted geometry, with the ωB97M-V functional and the def2-TZVPD basis.

Structure (XYZ):
```
16
C4H8NO2S, DFT the ωB97M-V functional and the def2-TZVPD basis
C 1.19441 0.99902 -0.54458
C -0.23840 0.63772 -0.32577
C -0.20888 -0.12057 1.10656
S 0.65191 0.73952 2.59465
N -0.51915 -0.50010 -1.29133
C -1.71668 -1.34126 -1.06510
O -1.97199 -2.05244 -2.06500
O -1.98425 -1.28882 0.13062
H 2.06529 0.81276 0.01359
H 1.51242 0.51713 -1.45379
H 1.25982 2.09642 -0.55543
H -0.88723 1.56779 -0.28606
H 0.35408 -1.08103 0.94324
H -1.18158 -0.32305 1.66686
H 1.51226 -0.03548 3.07714
H 0.15796 -0.62759 -1.94560
```

As for the net charge: -1. As for the energy above the lowest of the compared OMol25 structures with the same formula, charge and spin: 234.5 kJ/mol. Its max |F| is 5.480 eV/A. Its SMILES is C[C@H](CS)NC(=O)[O-]. The value obtained for the frontier orbital gap is 7.38 eV.

---

No. 2
Computed, not measured: a structure of composition C4H8NO2S at a distorted geometry, with the ωB97M-V functional and the def2-TZVPD basis.

Structure (XYZ):
```
16
C4H8NO2S, DFT the ωB97M-V functional and the def2-TZVPD basis
O -1.04287 0.33200 2.72626
C -0.12186 0.52147 1.91498
C -0.35232 0.52593 0.44437
C 0.84947 1.52925 0.02899
S 0.78241 2.54869 -1.46847
N 0.18909 -0.85155 0.03837
C -0.68282 -1.85132 -0.88370
O -0.40763 -1.62465 -2.36121
H 0.96822 0.47919 2.31713
H -1.32377 0.59586 -0.10027
H 1.84712 1.08152 0.37186
H 0.76313 2.41486 0.80516
H -0.56471 -0.40970 -2.31515
H 1.07031 -0.66009 -0.28356
H -0.22428 -2.75942 -0.71602
H -1.74949 -1.87203 -0.51877
```

As for the net charge: -1. As for the energy above the lowest of the compared OMol25 structures with the same formula, charge and spin: 446.3 kJ/mol. Its max |F| is 6.853 eV/A. The value obtained for the frontier orbital gap is 6.57 eV.

---

No. 3
Computed, not measured: a cluster of 2 separate species, C4H8NO2S in total at a distorted geometry, with the ωB97M-V functional and the def2-TZVPD basis.

Structure (XYZ):
```
16
C4H8NO2S, DFT the ωB97M-V functional and the def2-TZVPD basis
O -0.05367 -1.01165 1.41403
C -0.09540 -1.33153 0.06161
N -0.70245 -2.28316 -0.47943
C -2.98871 1.13550 0.31724
O -4.10884 1.37243 -0.07597
C 0.71123 -0.30643 -0.71940
C 1.78775 0.38660 0.20359
S 2.71404 1.88912 -0.24275
H -1.28882 -2.79374 0.22816
H -2.81710 1.08866 1.50432
H -1.99771 1.00863 -0.20442
H -0.06262 0.28675 -1.28942
H 1.35266 -0.75849 -1.55440
H 2.49720 -0.47065 0.38961
H 1.42347 0.66828 1.20703
H 3.62896 1.11969 -0.75980
```

As for the energy above the lowest of the compared OMol25 structures with the same formula, charge and spin: 270.7 kJ/mol. Its max |F| is 3.105 eV/A. Its expectation value of S² is 0.75. The value obtained for the frontier orbital gap (alpha / beta) is 10.14 / 6.73 eV. As for the multiplicity: 2.

---

No. 4
Computed, not measured: a cluster of 2 separate species, C4H8NO3 in total at a distorted geometry, with the ωB97M-V functional and the def2-TZVPD basis.

Structure (XYZ):
```
16
C4H8NO3, DFT the ωB97M-V functional and the def2-TZVPD basis
C -0.16101 -0.87431 -3.08604
C -0.28616 -0.80507 -1.52481
O 0.40967 0.12473 -1.03219
O -1.15225 -1.49158 -0.96180
H 0.69224 -0.43395 -3.53437
H -1.06807 -0.40170 -3.47089
H -0.23307 -1.90964 -3.38647
C 0.54553 1.62656 1.57621
C 0.24116 0.43103 2.45460
O 0.56941 0.45774 3.63377
N -0.37954 -0.60535 1.83992
H -0.49537 -1.40157 2.45551
H -0.50586 -0.64454 0.83012
H 0.93666 2.33685 2.33183
H -0.29232 2.15698 1.14380
H 1.17900 1.43382 0.73079
```

As for the net charge: -1. As for the energy above the lowest of the compared OMol25 structures with the same formula, charge and spin: 31.6 kJ/mol. Its max |F| is 2.390 eV/A. The value obtained for the frontier orbital gap is 8.72 eV.

---

No. 5
Computed, not measured: a cluster of 2 separate species, C4H8NO3 in total, with the ωB97M-V functional and the def2-TZVPD basis.

Structure (XYZ):
```
16
C4H8NO3, DFT the ωB97M-V functional and the def2-TZVPD basis
C -0.97915 -2.12412 -1.03902
C -2.00750 -1.47264 -0.13362
O -3.10341 -1.97277 0.06985
N -1.59889 -0.31052 0.40227
H -2.22553 0.20408 0.99726
H -0.71556 0.12005 0.14906
H -0.19948 -2.65967 -0.49825
H -0.46592 -1.39816 -1.68238
H -1.47171 -2.85624 -1.67770
C 2.71292 0.70067 0.88735
C 1.71595 1.60599 0.10572
O 1.76961 1.55610 -1.13910
O 0.92181 2.24626 0.84186
H 2.83316 -0.28878 0.42594
H 2.35899 0.55510 1.91041
H 3.73328 1.09603 0.90410
```

As for the net charge: -1. As for the energy above the lowest of the compared OMol25 structures with the same formula, charge and spin: 44.9 kJ/mol. Its max |F| is 0.667 eV/A. The value obtained for the frontier orbital gap is 7.99 eV.

---

No. 6
Computed, not measured: a cluster of 2 separate species, C4H8NO3 in total at a distorted geometry, with the ωB97M-V functional and the def2-TZVPD basis.

Structure (XYZ):
```
16
C4H8NO3, DFT the ωB97M-V functional and the def2-TZVPD basis
C 0.24465 -0.95647 -2.93306
C -0.55730 -0.43618 -1.69547
O -1.58961 -0.96661 -1.26815
O -0.05607 0.65153 -1.25874
H 1.19349 -1.27985 -2.53099
H 0.50666 -0.06278 -3.50971
H -0.21002 -1.78129 -3.44149
C -0.81971 -0.13091 2.07586
C 0.40660 0.75563 2.30680
O 0.72436 1.00652 3.47547
N 1.02266 1.19007 1.20877
H 1.71464 1.90213 1.40127
H 0.63866 1.17664 0.23586
H -1.60472 0.15338 2.75985
H -0.52278 -1.20418 2.14979
H -1.09152 -0.01763 1.02394
```

As for the net charge: -1. As for the energy above the lowest of the compared OMol25 structures with the same formula, charge and spin: 29.9 kJ/mol. Its max |F| is 2.249 eV/A. The value obtained for the frontier orbital gap is 8.79 eV.